The following is a quantum chemistry calculation of a cluster of 11 separate species, C81H176N8O11 in total, from OMol25.

Geometry as XYZ:
```
276
Properties=species:S:1:pos:R:3:mulliken_charge:R:1
C -0.67122 2.43854 4.33014 -1.10
C -1.26835 3.54044 5.17140 2.13
C -0.80419 3.29709 6.68263 -1.83
C -0.85088 4.99938 4.72515 -0.88
C -1.49303 5.56931 3.50561 -0.29
C -3.06472 5.53153 3.75969 -1.65
C -3.60303 4.08610 4.12047 2.01
C -5.12577 4.32719 4.64798 -2.07
C -3.58287 3.28471 2.84206 -0.56
N -2.80410 3.36568 5.22153 -0.42
O -3.30522 2.12946 5.52995 -0.04
H -1.17116 2.47119 3.36211 -0.35
H 0.39616 2.53875 4.13329 0.61
H -0.92032 1.45101 4.71851 0.23
H -1.25605 2.38908 7.08193 0.35
H 0.26321 3.09111 6.60309 0.36
H -1.08103 4.04332 7.42734 0.40
H -0.98257 5.75336 5.50122 0.44
H 0.21219 4.98827 4.48460 -0.32
H -1.17823 6.57472 3.22604 0.68
H -1.15324 4.97451 2.65776 -0.03
H -3.58134 6.01467 2.93036 0.49
H -3.26415 6.24867 4.55595 0.40
H -5.50333 3.34372 4.92787 0.39
H -5.87663 4.83579 4.04330 0.30
H -5.02567 4.89848 5.57086 0.47
H -4.39073 3.59076 2.17739 0.96
H -3.67244 2.23556 3.12379 -0.68
H -2.73865 3.39861 2.16204 -0.19
H -3.73538 2.34949 6.35950 0.34
C 2.58578 4.60951 2.64277 -2.08
C 3.73850 5.57121 2.84882 2.04
C 3.45345 7.01189 2.41064 -1.91
C 3.96421 5.59837 4.45630 -1.01
C 5.29850 6.14790 4.90257 -1.11
C 6.46670 5.56276 4.12267 -1.14
C 6.24485 5.59617 2.62454 1.41
C 6.74667 6.92449 1.97709 -1.75
C 7.21902 4.52915 2.11248 -2.30
N 4.89781 5.10510 2.14392 1.02
O 4.92071 5.14236 0.69925 -0.60
H 2.71660 3.57126 2.94776 0.45
H 1.67927 4.93646 3.15211 -0.28
H 2.38198 4.37773 1.59738 0.67
H 3.44400 7.24508 1.34592 0.26
H 2.39942 7.15742 2.64716 0.49
H 4.04429 7.73405 2.97410 0.36
H 3.32940 6.35642 4.91508 0.31
H 3.73264 4.61271 4.85997 0.51
H 5.21879 7.22614 4.76425 0.40
H 5.31442 5.97699 5.97897 0.44
H 6.69196 4.55381 4.46816 0.47
H 7.31710 6.09649 4.54699 0.39
H 6.40246 6.99681 0.94539 0.37
H 7.79902 7.12084 2.18228 0.42
H 6.18431 7.75482 2.40419 0.40
H 8.23777 4.88758 2.26007 0.50
H 7.04256 4.40344 1.04423 0.56
H 7.09879 3.49931 2.44874 0.36
H 4.81325 4.24597 0.37286 0.26
C 5.20713 1.42309 -1.81197 -1.61
C 6.04055 0.94291 -0.55378 1.86
C 7.25050 1.76420 -0.33436 -1.75
C 5.12474 1.04832 0.72197 0.53
C 5.65094 0.47027 2.03647 -1.02
C 5.92705 -1.02856 1.76369 -1.37
C 6.72143 -1.38382 0.51898 1.23
C 8.25318 -1.50705 0.85698 -1.69
C 6.49128 -2.92358 0.33656 -1.83
N 6.30813 -0.54855 -0.68302 1.17
O 7.11974 -0.99505 -1.76559 -0.65
H 5.65300 0.78741 -2.57697 0.44
H 4.17930 1.14819 -1.57513 0.17
H 5.42681 2.46900 -2.02622 0.43
H 7.00659 2.80342 -0.11383 0.32
H 7.84964 1.36588 0.48446 0.24
H 7.97022 1.84819 -1.14864 0.40
H 4.95270 2.11505 0.86543 -0.68
H 4.21105 0.50048 0.49143 -0.37
H 6.62197 0.93121 2.21742 0.38
H 4.92239 0.69060 2.81670 0.49
H 4.99991 -1.58921 1.88279 0.34
H 6.52347 -1.31126 2.63114 0.49
H 8.47052 -2.03072 1.78791 0.44
H 8.74543 -0.53660 0.92036 0.33
H 8.84619 -1.95443 0.05930 0.37
H 6.47388 -3.44040 1.29609 0.47
H 7.12063 -3.40578 -0.41144 0.34
H 5.44104 -3.08950 0.09666 0.31
H 6.44110 -1.22086 -2.40594 0.17
C 3.66842 -4.63482 -6.89745 -1.60
C 4.85006 -3.82985 -6.24415 1.61
C 6.24588 -4.53066 -6.44491 -1.85
C 4.87880 -2.50497 -7.02774 -1.47
C 3.79077 -1.43652 -6.70685 -0.43
C 3.79085 -1.24594 -5.17919 -1.32
C 3.72824 -2.63149 -4.33827 2.66
C 4.12704 -2.18271 -2.92924 -2.78
C 2.16339 -3.18295 -4.19656 -1.01
N 4.71251 -3.65404 -4.78239 0.46
O 4.60053 -4.82121 -4.11122 -0.50
H 2.62333 -4.41666 -6.67768 0.11
H 3.85181 -4.82269 -7.95536 0.40
H 3.64457 -5.64413 -6.48657 0.45
H 7.16046 -3.94576 -6.34731 0.34
H 6.21950 -5.42423 -5.82126 0.41
H 6.40775 -4.97531 -7.42684 0.41
H 5.83997 -2.10613 -6.70342 0.41
H 5.05929 -2.68334 -8.08779 0.53
H 3.98906 -0.51225 -7.24953 0.60
H 2.77826 -1.57764 -7.08501 -0.20
H 2.98465 -0.56724 -4.90080 0.43
H 4.68432 -0.69157 -4.89199 0.31
H 5.20385 -2.33211 -2.85010 0.42
H 3.86945 -2.98062 -2.23276 0.33
H 3.65952 -1.24401 -2.63201 0.42
H 2.04612 -4.14428 -4.69675 0.38
H 1.43562 -2.47881 -4.59986 0.15
H 1.85616 -3.30478 -3.15788 -0.16
H 5.40326 -4.86989 -3.58694 0.39
C -1.54509 -2.98095 -5.84603 -1.78
C -1.77373 -1.95303 -6.91512 2.33
C -0.75527 -0.80629 -6.71388 -1.14
C -1.44443 -2.73713 -8.27827 -1.25
C -1.99056 -2.14747 -9.55725 -0.97
C -3.49837 -1.98015 -9.36226 -1.19
C -3.91054 -1.21035 -8.07617 1.34
C -3.71059 0.35073 -8.16801 -1.59
C -5.43053 -1.53908 -7.86511 -1.78
N -3.17734 -1.71255 -6.93111 0.21
O -3.60004 -1.13117 -5.67118 -0.21
H -0.49574 -3.22507 -5.68059 0.16
H -1.76963 -2.69575 -4.81824 0.23
H -2.08346 -3.89484 -6.09716 0.51
H -1.06292 0.02328 -7.35049 0.32
H -0.88516 -0.45661 -5.68970 0.16
H 0.32798 -0.88749 -6.80370 -0.08
H -0.37555 -2.66851 -8.48051 0.28
H -1.50535 -3.82542 -8.28177 0.47
H -1.60670 -1.13807 -9.70505 0.31
H -1.63049 -2.69636 -10.42740 0.47
H -3.99385 -2.94681 -9.45269 0.38
H -3.71767 -1.31643 -10.19860 0.45
H -2.76220 0.70133 -8.57511 0.34
H -3.94024 0.81366 -7.20829 0.10
H -4.50636 0.73544 -8.80585 0.56
H -5.74179 -1.15466 -6.89380 0.34
H -5.44092 -2.62855 -7.83275 0.46
H -6.05925 -1.02431 -8.59162 0.38
H -3.87195 -1.86394 -5.11376 0.26
C -1.17551 2.39086 -1.76659 -2.05
C -2.28741 3.27026 -2.49137 2.09
C -1.84096 4.68337 -2.50547 -1.85
C -2.29788 2.95568 -4.04331 -1.29
C -3.51393 3.38277 -4.83679 -1.10
C -4.74636 2.79374 -4.18598 -1.14
C -4.80195 3.34286 -2.70872 1.24
C -5.29221 4.79199 -2.72975 -1.63
C -5.86466 2.39906 -2.23014 -2.17
N -3.61318 3.04048 -1.89038 0.84
O -3.77598 3.32213 -0.55915 -0.19
H -1.05194 2.89505 -0.80814 -0.03
H -1.39738 1.33736 -1.59630 0.17
H -0.26648 2.40466 -2.36790 0.67
H -1.05260 4.89783 -3.22699 0.36
H -2.72461 5.30054 -2.66784 0.49
H -1.71277 5.01720 -1.47579 0.27
H -1.35617 3.21568 -4.52671 0.67
H -2.21090 1.87286 -4.13297 0.27
H -3.43799 4.46939 -4.79680 0.39
H -3.44485 3.00382 -5.85646 0.45
H -4.69351 1.70652 -4.24308 0.40
H -5.60023 3.22883 -4.70530 0.47
H -4.60021 5.28587 -3.41189 0.41
H -5.21400 5.26827 -1.75244 0.18
H -6.30900 4.87003 -3.11467 0.46
H -6.76591 2.36385 -2.84220 0.44
H -6.26162 2.65844 -1.24869 0.38
H -5.50810 1.37290 -2.14097 0.36
H -3.44202 2.54583 -0.10372 0.22
C -6.59290 -1.17028 1.93936 -1.61
C -6.57299 -0.06275 2.98070 1.43
C -6.29157 1.32322 2.32935 -1.27
C -8.01064 0.01308 3.56566 -1.05
C -8.26133 -1.14060 4.51987 -0.92
C -7.37891 -1.27758 5.71102 -1.15
C -5.89862 -1.24703 5.22434 1.26
C -5.13256 -0.77630 6.54272 -1.89
C -5.36420 -2.74316 4.94711 -1.52
N -5.58107 -0.27913 4.09664 -0.55
O -4.31607 -0.33774 3.74560 1.96
H -7.33411 -0.93598 1.17529 0.44
H -5.59641 -1.20313 1.49888 0.16
H -6.71896 -2.18258 2.32337 0.27
H -5.25425 1.37273 1.99826 -0.43
H -6.80673 1.45863 1.37836 0.55
H -6.40569 2.16898 3.00741 0.28
H -8.05120 0.94992 4.12135 0.40
H -8.74465 0.18995 2.77950 0.54
H -9.32896 -1.14096 4.73954 0.40
H -8.12447 -2.14495 4.11908 0.30
H -7.70670 -2.16743 6.24843 0.38
H -7.64370 -0.53695 6.46565 0.48
H -5.30555 -1.55364 7.28697 0.51
H -5.45441 0.16537 6.98744 0.37
H -4.07804 -0.78526 6.26702 0.13
H -4.31315 -2.96335 4.76027 0.26
H -5.96064 -3.08381 4.10075 0.31
H -5.60751 -3.35915 5.81282 0.47
H -4.04516 0.58123 3.68465 -0.47
C 1.10051 1.04826 0.68227 -1.22
C 0.72081 -0.40154 0.88590 2.20
C 1.97046 -1.43003 1.16035 -1.87
C -0.21370 -0.35963 2.08517 -1.03
C -1.13527 -1.54287 2.25136 0.06
C -2.05138 -1.63216 0.99720 -2.19
C -1.17722 -1.79474 -0.27330 4.19
C -0.67693 -3.15443 -0.45133 -1.53
C -2.15372 -1.60262 -1.39482 -2.58
N -0.15499 -0.72843 -0.32942 0.31
O 0.50961 -0.79507 -1.46962 0.95
H 2.05116 1.40184 1.08146 0.06
H 1.31160 1.22091 -0.37307 0.48
H 0.45125 1.88057 0.95396 -0.39
H 2.68343 -1.50792 0.33955 0.36
H 2.61359 -1.20941 2.01229 0.38
H 1.62593 -2.42620 1.43790 0.43
H 0.25818 -0.20101 3.05484 0.98
H -0.79661 0.55204 1.95412 -0.41
H -0.48005 -2.41355 2.27765 -0.77
H -1.63956 -1.71041 3.20305 0.06
H -2.69352 -0.75843 1.10831 -0.05
H -2.76535 -2.44820 1.10866 0.70
H -1.40169 -3.92047 -0.72706 0.58
H -0.37191 -3.76328 0.39977 0.04
H 0.06836 -3.39977 -1.20794 -0.70
H -1.80461 -1.47825 -2.41988 0.15
H -2.73736 -0.68627 -1.30666 0.32
H -2.82404 -2.46049 -1.44798 0.58
H -0.05490 -0.20140 -1.97010 -0.07
C 0.38846 -0.83175 7.08786 -1.49
C 0.02580 -1.77244 5.86366 2.14
C 1.15964 -2.32264 5.00374 -0.66
O -0.37844 -2.91288 6.58950 -0.64
H 1.28960 -1.20310 7.57585 0.37
H -0.41143 -0.64561 7.80455 0.50
H 0.72011 0.18321 6.86886 0.27
H -0.81829 -1.44802 5.25510 -1.12
H 2.05715 -2.57624 5.56790 0.50
H 1.46562 -1.57288 4.27413 0.05
H 0.76598 -3.13893 4.39811 -0.25
H -0.96471 -2.76296 7.33475 0.34
C -0.06762 -6.36949 3.65038 -1.04
C -1.27662 -5.49970 3.86787 2.27
C -2.46705 -5.92778 3.12472 -1.42
O -1.32574 -5.35157 5.31741 -0.65
H 0.71565 -5.86976 4.22035 0.37
H 0.18661 -6.72705 2.65257 -0.24
H -0.29796 -7.29063 4.18568 0.40
H -1.05673 -4.56797 3.34670 -0.83
H -2.26722 -6.26329 2.10708 0.19
H -3.20364 -5.13967 2.96846 0.20
H -3.04218 -6.71678 3.60929 0.44
H -0.98227 -4.48784 5.55740 0.36
C 0.19055 -6.68128 -1.67713 -1.36
C 0.17851 -7.24013 -0.31511 1.69
C -0.32622 -8.71374 -0.43718 -1.51
O 1.49807 -7.27131 0.11611 -0.59
H -0.84841 -6.53904 -1.97449 0.41
H 0.69044 -7.31181 -2.41240 0.42
H 0.70412 -5.72261 -1.74982 -0.01
H -0.27616 -6.57421 0.41832 -0.48
H -1.25969 -8.67180 -0.99841 0.36
H -0.37038 -9.13236 0.56826 0.37
H 0.41841 -9.31545 -0.95830 0.37
H 1.67672 -7.18988 1.05582 0.36
```

Calculated values
E_LUMO ... 0.4 eV
E ... -121275.477 eV
SMILES string ... CC1(C)CCCC(C)(C)N1O.CC1(C)CCCC(C)(C)N1O.CC1(C)CCCC(C)(C)N1O.CC1(C)CCCC(C)(C)N1O.CC1(C)CCCC(C)(C)N1O.CC1(C)CCCC(C)(C)N1O.CC1(C)CCCC(C)(C)N1O.CC1(C)CCCC(C)(C)N1O.CC(C)O.CC(C)O.CC(C)O
Gap between HOMO and LUMO ... 8.21 eV